The following is a DFT calculation (the ωB97M-V functional and the def2-TZVPD basis) of 5 unconnected molecules or ions with the total composition C43H60BClF3N6O5Si.

For the calculated total energy, the calculation gives -3452.810419 a.u. The HOMO-LUMO gap is 6.58 eV. As for the total charge: +1. The energy above the lowest of the compared OMol25 structures with the same formula, charge and spin is 10.553 eV.

Cartesian coordinates (Å):
1 C -2.6217 0.2892 4.0555
2 C -1.6847 -0.1532 3.3972
3 C -0.7243 -0.6800 2.3025
4 C -0.3932 0.1486 1.1094
5 C 0.5533 -0.3549 0.0269
6 C 0.9680 0.4664 -1.2189
7 C 0.4021 1.9057 -1.3200
8 F 0.5727 2.6530 -0.0946
9 F 0.8592 2.7529 -2.3194
10 C -1.2075 1.7978 -1.5065
11 C -1.7812 2.7680 -2.6364
12 Si -3.6827 2.9294 -2.2709
13 C -3.8238 4.4613 -1.0913
14 C -4.7001 3.3318 -3.8426
15 C -4.3890 1.4479 -1.2993
16 C -4.7833 0.1060 -1.9253
17 C -5.3782 -1.0075 -1.0942
18 C -5.6275 -0.8568 0.3816
19 C -5.2299 0.4368 1.0316
20 C -4.6263 1.5674 0.2043
21 C 1.8575 -0.2592 -2.1626
22 B 2.3391 0.4237 -3.5522
23 N 1.9857 -0.1421 -4.8882
24 O 3.1425 1.6052 -3.5601
25 C 2.3962 -1.7315 -1.9266
26 Cl 3.5126 -2.5143 -3.1427
27 C 2.0281 -2.4893 -0.7085
28 C 1.0785 -1.7871 0.2591
29 C 0.6752 -2.5951 1.5001
30 C 1.1374 -4.0605 1.8101
31 C -0.0485 -5.1119 2.0163
32 C -1.3947 -4.7678 1.2456
33 C -1.3643 -5.1676 -0.3065
34 C -2.6180 -4.7784 -1.0842
35 C -2.7805 -5.1128 -2.5341
36 C -1.6638 -5.8578 -3.2261
37 C -0.4045 -6.2094 -2.4571
38 C -0.2259 -5.8733 -0.9805
39 N -0.1758 -1.9971 2.4508
40 F -0.5390 -2.6356 3.5880
41 H -3.5566 0.5661 4.6238
42 H -0.8664 1.1647 1.0582
43 H -1.7644 2.0473 -0.5494
44 H -1.4267 0.7186 -1.8082
45 H -1.6903 2.2905 -3.6567
46 H -1.3872 3.8302 -2.5834
47 H -3.3382 4.1412 -0.1153
48 H -4.8867 4.8250 -0.9712
49 H -3.1281 5.2409 -1.5457
50 H -4.4749 4.3612 -4.2747
51 H -5.7963 3.3712 -3.5139
52 H -4.6330 2.5459 -4.6539
53 H -4.6538 -0.0755 -3.0338
54 H -5.6414 -1.9820 -1.5980
55 H -6.0866 -1.6874 0.9975
56 H -5.4201 0.5630 2.1408
57 H -4.3940 2.5085 0.7936
58 H 2.7987 -0.7343 -5.1381
59 H 2.0197 0.6749 -5.5321
60 H 3.3180 1.8141 -2.6113
61 H 2.4650 -3.5143 -0.5792
62 H 1.7046 -4.0126 2.8055
63 H 1.8601 -4.5003 1.0674
64 H -0.2990 -5.2915 3.1166
65 H 0.3180 -6.1139 1.6280
66 H -2.2013 -5.4451 1.6963
67 H -1.7722 -3.7106 1.3884
68 H -3.4527 -4.2225 -0.5569
69 H -3.7199 -4.8077 -3.0722
70 H -1.8240 -6.1239 -4.3100
71 H 0.3896 -6.7448 -3.0645
72 H 0.7184 -6.1418 -0.4162
73 C 2.7009 -2.2638 6.9473
74 O 3.2934 -2.4579 5.9008
75 N 1.4602 -1.7209 7.0533
76 C 0.8130 -1.5185 8.3349
77 C 0.7648 -1.3329 5.8433
78 H 3.1444 -2.5246 7.9217
79 H -0.1220 -2.0835 8.3559
80 H 0.5999 -0.4545 8.4635
81 H 1.4519 -1.8556 9.1513
82 H 0.6460 -2.2071 5.2074
83 H 1.3633 -0.5890 5.3097
84 H -0.2137 -0.9149 6.0800
85 C -1.8052 4.2259 4.1891
86 O -2.9092 4.6941 3.9904
87 N -1.1691 4.1940 5.3897
88 C 0.1501 3.6159 5.5447
89 C -1.8319 4.7566 6.5522
90 H -1.2140 3.7731 3.3748
91 H 0.0978 2.7942 6.2640
92 H 0.8349 4.3824 5.9153
93 H 0.5224 3.2344 4.5931
94 H -2.7770 4.2337 6.7152
95 H -2.0441 5.8120 6.3688
96 H -1.2015 4.6579 7.4356
97 C 5.2708 -0.0894 -0.1137
98 O 4.8641 0.3976 -1.1551
99 N 4.8115 0.2135 1.1272
100 C 5.3495 -0.4121 2.3204
101 C 3.7504 1.1932 1.2657
102 H 6.0751 -0.8426 -0.1038
103 H 4.5460 -0.9391 2.8412
104 H 5.7625 0.3602 2.9732
105 H 6.1364 -1.1228 2.0664
106 H 2.8732 0.8531 0.7120
107 H 4.0822 2.1448 0.8439
108 H 3.4911 1.3287 2.3157
109 C 3.6409 1.8540 -7.5888
110 O 2.8431 1.7396 -6.6732
111 N 3.3411 2.2856 -8.8371
112 C 4.3476 2.3953 -9.8748
113 C 1.9704 2.6495 -9.1457
114 H 4.7066 1.6049 -7.4617
115 H 4.4009 3.4331 -10.2119
116 H 4.0677 1.7529 -10.7129
117 H 5.3259 2.0903 -9.5024
118 H 1.6546 3.4563 -8.4807
119 H 1.3232 1.7856 -8.9788
120 H 1.8865 2.9751 -10.1822

=====

The following is a DFT calculation (the ωB97M-V functional and the def2-TZVPD basis) of 7 unconnected molecules or ions with the total composition C43H60Cl3F18N2O15S2.

For the calculated total energy, the calculation gives -6886.392546 a.u. The HOMO-LUMO gap is 6.85 eV. As for the total charge: +1.

Cartesian coordinates (Å):
1 C 2.3117 -3.1721 2.1853
2 C 2.2144 -4.4852 1.2086
3 S 1.1056 -4.2705 -0.2940
4 C 1.5722 -2.7170 -1.2341
5 C 1.0458 -1.3109 -0.5132
6 C 2.1073 -0.0749 -0.1332
7 C 1.5866 1.3614 0.5485
8 C 2.6094 2.5790 0.9232
9 C 4.1842 2.3446 0.5859
10 C 5.1607 2.1658 1.9142
11 C 4.5869 1.1370 3.0471
12 N 4.9646 1.4859 4.4800
13 C 4.4651 2.8524 4.8938
14 C 4.1336 0.5115 5.3396
15 C 4.5213 -1.0622 5.5916
16 O 2.9903 0.9452 5.9399
17 N 0.0846 1.5231 0.8740
18 C -0.5173 2.7519 1.5335
19 C -0.6851 2.3516 3.1455
20 C -1.7962 3.2608 3.9350
21 C -3.3574 2.8275 3.6867
22 S -3.9131 1.2892 4.5990
23 O -4.7895 0.4303 3.6405
24 O -4.8087 1.7033 5.8152
25 Cl -2.3737 0.1096 5.3704
26 C -0.9281 0.3928 0.5875
27 Cl -2.7613 0.5336 1.0314
28 C -0.5232 -1.0433 -0.1266
29 Cl -1.8624 -2.3307 -0.4755
30 H 1.3365 -2.9810 2.8388
31 H 2.5975 -2.1808 1.6326
32 H 3.1874 -3.3811 2.9596
33 H 1.7475 -5.3884 1.8342
34 H 3.2522 -4.8722 0.8086
35 H 1.1101 -2.8011 -2.3314
36 H 2.7418 -2.6692 -1.3956
37 H 3.2340 -0.3081 -0.3849
38 H 2.2039 3.5559 0.3799
39 H 2.5185 2.7807 2.0892
40 H 4.5681 3.3495 0.0658
41 H 4.4328 1.4893 -0.1703
42 H 6.1933 1.7285 1.5045
43 H 5.4000 3.2485 2.2879
44 H 5.0808 0.0703 2.8384
45 H 3.4313 0.9610 3.0368
46 H 5.2175 3.6501 4.4221
47 H 3.4020 3.1353 4.4666
48 H 4.5317 3.0467 6.0701
49 H 4.9943 -1.4788 4.6035
50 H 3.4957 -1.6465 5.7424
51 H 5.2167 -1.1744 6.5414
52 H -1.5546 3.0897 1.0484
53 H 0.1550 3.7068 1.5182
54 H -0.8043 1.1942 3.2693
55 H 0.3714 2.6240 3.6285
56 H -1.5910 4.4182 3.7286
57 H -1.5703 3.1225 5.0986
58 H -3.5427 2.8171 2.5279
59 H -4.0202 3.7271 4.1079
60 C -0.6330 7.9801 7.6722
61 C 0.8742 7.8883 7.5157
62 O 1.2383 6.6835 6.8259
63 C 1.1148 6.7085 5.4609
64 O 0.7155 7.6834 4.8271
65 C 1.5784 5.3858 4.8533
66 F 1.0799 4.3004 5.5127
67 F 2.9362 5.2570 4.8832
68 F 1.2097 5.2388 3.5499
69 H -1.0236 7.0820 8.1632
70 H -0.9076 8.8567 8.2659
71 H -1.1290 8.0515 6.7004
72 H 1.3422 7.8421 8.5043
73 H 1.2828 8.7684 7.0057
74 C -8.4330 -1.1391 1.3927
75 C -6.9258 -1.2309 1.2362
76 O -6.5617 -2.4357 0.5464
77 C -6.6852 -2.4107 -0.8185
78 O -7.0845 -1.4358 -1.4523
79 C -6.2216 -3.7334 -1.4261
80 F -6.7201 -4.8187 -0.7668
81 F -4.8638 -3.8622 -1.3963
82 F -6.5903 -3.8803 -2.7295
83 H -8.8236 -2.0371 1.8837
84 H -8.7076 -0.2625 1.9864
85 H -8.9290 -1.0677 0.4209
86 H -6.4578 -1.2770 2.2249
87 H -6.5172 -0.3507 0.7262
88 C 8.0860 -5.9877 0.0264
89 C 8.6703 -4.5931 0.1626
90 O 7.8552 -3.6341 -0.5272
91 C 6.7318 -3.2099 0.1339
92 O 6.4037 -3.6061 1.2506
93 C 5.9860 -2.1607 -0.6887
94 F 5.8509 -2.5176 -1.9985
95 F 6.6292 -0.9577 -0.6878
96 F 4.7257 -1.9201 -0.2303
97 H 7.9421 -6.2425 -1.0293
98 H 8.7464 -6.7301 0.4836
99 H 7.1055 -6.0553 0.5056
100 H 9.6597 -4.5641 -0.3052
101 H 8.8014 -4.3097 1.2133
102 C -7.7534 -4.1818 -5.9725
103 C -6.2461 -4.2736 -6.1290
104 O -5.8820 -5.4784 -6.8188
105 C -6.0055 -5.4535 -8.1838
106 O -6.4048 -4.4785 -8.8176
107 C -5.5419 -6.7761 -8.7914
108 F -6.0404 -7.8615 -8.1320
109 F -4.1841 -6.9049 -8.7615
110 F -5.9107 -6.9231 -10.0947
111 H -8.1439 -5.0799 -5.4815
112 H -8.0280 -3.3052 -5.3788
113 H -8.2493 -4.1104 -6.9443
114 H -5.7781 -4.3198 -5.1403
115 H -5.8375 -3.3935 -6.6390
116 C 1.9509 -0.4289 -6.8527
117 C 2.0488 1.0519 -6.5328
118 O 2.3803 1.2495 -5.1504
119 C 3.7032 1.1078 -4.8206
120 O 4.5843 0.8245 -5.6300
121 C 3.9219 1.3906 -3.3354
122 F 3.0030 0.7698 -2.5407
123 F 3.8331 2.7215 -3.0494
124 F 5.1436 0.9849 -2.8891
125 H 1.2427 -0.9218 -6.1776
126 H 1.6215 -0.5808 -7.8846
127 H 2.9148 -0.9278 -6.7205
128 H 1.0759 1.5264 -6.6972
129 H 2.7700 1.5600 -7.1834
130 C -4.7131 -0.3905 -2.9857
131 C -3.2703 0.0218 -3.2161
132 O -3.1608 0.8457 -4.3861
133 C -3.4954 2.1656 -4.2286
134 O -3.8756 2.6536 -3.1661
135 C -3.2887 2.9336 -5.5328
136 F -3.7976 2.2782 -6.6157
137 F -1.9672 3.1403 -5.8011
138 F -3.8737 4.1641 -5.5261
139 H -5.1213 -0.8755 -3.8791
140 H -4.7877 -1.0819 -2.1414
141 H -5.3453 0.4772 -2.7789
142 H -2.6599 -0.8690 -3.3965
143 H -2.8495 0.5297 -2.3405

=====

The following is a DFT calculation (the ωB97M-V functional and the def2-TZVPD basis) of a molecular structure, C43H61BN5O2P2STi.

For the calculated total energy, the calculation gives -4054.736428 a.u. The HOMO-LUMO gap (alpha / beta) is 4.32 / 6.93 eV. As for the expectation value of S²: 2.03. As for the total charge: -1. The multiplicity is 3. The energy above the lowest of the compared OMol25 structures with the same formula, charge and spin is 2.202 eV.

Cartesian coordinates (Å):
1 Ti 0.2995 0.1120 -1.0452
2 O -0.5529 -1.2294 -1.9599
3 C -0.7648 -1.1819 -3.2811
4 C -0.7243 -2.3328 -4.0498
5 C -0.9142 -2.2982 -5.4356
6 C -1.1516 -1.0758 -6.0609
7 C -1.2151 0.0847 -5.3115
8 C -1.0438 0.0825 -3.9040
9 C -1.2190 1.2676 -3.1431
10 N -1.0877 1.3562 -1.7938
11 C -1.4709 2.6335 -1.2219
12 C -0.5038 3.7649 -1.6358
13 N 0.8175 3.2126 -1.4985
14 C 1.6434 3.2580 -2.4489
15 C 2.8860 2.4625 -2.4481
16 C 3.9383 2.8189 -3.2847
17 C 5.1143 2.0891 -3.3333
18 C 5.2363 0.9622 -2.5268
19 C 4.1874 0.5571 -1.7215
20 C 2.9800 1.2689 -1.6891
21 O 1.9502 0.8338 -0.9992
22 H -0.5264 -3.2718 -3.5436
23 H -0.8716 -3.2147 -6.0118
24 H -1.2927 -1.0349 -7.1350
25 H -1.4157 1.0329 -5.8006
26 H -1.5643 2.1455 -3.6919
27 H -1.4404 2.5284 -0.1358
28 H -2.4980 2.9017 -1.5105
29 H -0.6269 4.6194 -0.9637
30 H -0.7165 4.1052 -2.6600
31 H 1.4388 3.8603 -3.3496
32 H 3.8258 3.7042 -3.9035
33 H 5.9233 2.3902 -3.9865
34 H 6.1505 0.3804 -2.5397
35 H 4.2693 -0.3328 -1.1087
36 C -4.9265 1.8265 1.4020
37 C -4.4556 0.3796 1.6294
38 C -3.3480 0.4255 2.6874
39 C -5.6068 -0.4412 2.2065
40 P -3.6691 -0.1274 -0.0350
41 C -2.7106 -1.6895 0.3559
42 N -1.5016 -1.4923 1.1391
43 B -0.4066 -0.5115 0.9631
44 N 0.2316 -0.5404 2.2883
45 C 1.2316 0.3827 2.7779
46 P 2.7255 0.5352 1.6621
47 C 3.1974 2.3119 2.0996
48 C 2.1691 3.1595 1.3245
49 C 4.5790 2.5950 1.5008
50 C 3.1813 2.7368 3.5689
51 C 3.9099 -0.7117 2.4513
52 C 5.0898 -0.8858 1.4821
53 C 3.1282 -2.0352 2.4512
54 C 4.4373 -0.4277 3.8531
55 C -0.3660 -1.4837 3.1188
56 C -0.1085 -1.8724 4.4288
57 C -0.8497 -2.9138 4.9900
58 C -1.8334 -3.5564 4.2552
59 C -2.1172 -3.1600 2.9467
60 C -1.3989 -2.1114 2.3847
61 C -4.9920 -0.9213 -1.1374
62 C -4.2830 -1.1753 -2.4769
63 C -6.0841 0.1199 -1.4094
64 C -5.6148 -2.2436 -0.6815
65 H -5.3021 2.2481 2.3418
66 H -5.7248 1.8881 0.6597
67 H -4.0976 2.4459 1.0529
68 H -3.7175 0.9623 3.5690
69 H -2.4569 0.9449 2.3215
70 H -3.0529 -0.5719 3.0103
71 H -6.4789 -0.4717 1.5565
72 H -5.9212 0.0158 3.1525
73 H -5.2972 -1.4650 2.4269
74 H -2.4765 -2.1437 -0.6080
75 H -3.3668 -2.3604 0.9003
76 H 1.5545 0.0902 3.7707
77 H 0.7908 1.3770 2.8675
78 H 2.0444 2.8104 0.2938
79 H 2.5044 4.2019 1.2992
80 H 1.1857 3.1430 1.7967
81 H 4.6104 2.3158 0.4447
82 H 5.3663 2.0518 2.0264
83 H 4.8064 3.6638 1.5787
84 H 2.2443 2.4724 4.0622
85 H 3.2850 3.8266 3.6240
86 H 4.0006 2.3026 4.1364
87 H 4.7361 -1.2648 0.5192
88 H 5.8061 -1.6063 1.8920
89 H 5.6188 0.0478 1.2917
90 H 2.5499 -2.1487 1.5295
91 H 2.4335 -2.1111 3.2863
92 H 3.8295 -2.8739 2.5219
93 H 5.1630 0.3870 3.8473
94 H 4.9456 -1.3187 4.2392
95 H 3.6395 -0.1730 4.5542
96 H 0.6567 -1.3938 5.0248
97 H -0.6486 -3.2224 6.0087
98 H -2.3871 -4.3769 4.6950
99 H -2.8852 -3.6768 2.3879
100 H -3.7682 -0.2783 -2.8309
101 H -5.0206 -1.4656 -3.2335
102 H -3.5429 -1.9730 -2.4136
103 H -5.6401 1.0473 -1.7810
104 H -6.6794 0.3570 -0.5287
105 H -6.7656 -0.2601 -2.1789
106 H -4.8533 -3.0126 -0.5443
107 H -6.2961 -2.5988 -1.4634
108 H -6.1862 -2.1556 0.2378
109 S 3.6396 -3.8464 -2.3776
110 C 3.2112 -2.7105 -3.5877
111 C 2.3828 -1.7798 -3.0625
112 N 2.0834 -1.9371 -1.7280
113 C 2.6733 -2.9781 -1.2476
114 H 3.5740 -2.8021 -4.5975
115 H 1.9663 -0.9531 -3.6196
116 H 2.5954 -3.3018 -0.2181